DFT (ωB97M-V/def2-TZVPD) results for a cluster of 2 separate species, C7H14N3 in total.

Output
**Calculated total energy**: -11945.9552 eV
**HOMO level**: -11.8 eV
**Charge**: +1

Positions of all 24 atoms, in Å:
C: -0.542 1.978 -1.649
C: 0.432 2.857 -1.845
C: 1.141 1.542 -0.190
C: -0.074 0.995 -0.605
C: -1.003 -1.753 1.723
C: 1.278 -1.642 0.771
C: -0.671 -0.294 -0.221
N: 1.430 2.655 -0.849
N: -1.020 -1.308 -1.068
N: -0.011 -0.871 1.003
H: -1.582 2.178 -2.121
H: 0.531 3.638 -2.581
H: 1.799 1.049 0.551
H: -1.974 -1.450 1.481
H: -0.864 -2.806 1.455
H: -0.948 -1.616 2.754
H: 1.202 -2.272 -0.143
H: 2.127 -0.903 0.914
H: 1.397 -2.372 1.564
H: -2.020 0.394 0.798
H: 2.111 3.389 -0.544
H: -1.439 -1.202 -2.035
H: -1.496 -2.134 -0.639
H: 0.197 -0.051 1.477

Atomic forces in eV per Å
C -2.549 -1.829 0.129
C 1.806 1.243 1.441
C -0.711 -2.722 1.568
C 0.310 1.792 -2.115
C 0.876 -0.723 -0.846
C 0.763 0.356 0.342
C -2.449 2.011 1.898
N 0.506 1.896 -1.521
N -1.407 -1.442 -1.391
N -0.787 -2.901 -1.543
H 2.009 -1.172 0.720
H -0.128 0.217 0.324
H -0.201 1.011 -0.624
H -1.379 0.549 -0.682
H 0.272 0.341 0.068
H 0.680 0.095 1.777
H 0.295 1.186 0.287
H -0.913 -1.212 -0.976
H -0.180 0.125 0.376
H 1.997 -1.201 -1.869
H -0.846 -1.335 -0.687
H 1.077 0.697 1.788
H 0.637 1.230 -0.336
H 0.325 1.787 1.871

DFT (ωB97M-V/def2-TZVPD) results for the ion C7H14N3O with charge +1.

Output
**Calculated total energy**: -13994.8982 eV
**HOMO level**: -13.1 eV
**Charge**: +1

Positions of all 25 atoms, in Å:
C: -2.166 -1.024 -0.027
C: -1.408 1.230 0.259
C: 0.917 0.742 -0.265
C: 0.627 1.299 -1.660
C: 2.479 -1.258 -0.012
C: 0.038 -0.003 1.843
C: 2.250 0.329 0.109
N: -2.366 0.383 -0.053
N: -0.098 0.608 0.565
N: -3.152 -1.681 -0.551
O: -1.331 2.397 0.258
H: -0.168 0.669 -2.050
H: 1.465 1.359 -2.290
H: 0.137 2.343 -1.498
H: 3.452 -1.509 0.290
H: 2.125 -1.502 -0.939
H: 1.932 -1.943 0.650
H: 0.050 0.865 2.513
H: -0.730 -0.815 2.071
H: 1.057 -0.498 2.095
H: 2.861 0.801 -0.567
H: 2.544 0.481 1.266
H: -3.300 0.752 -0.318
H: -3.133 -2.746 -0.690
H: -4.083 -1.280 -0.999

Atomic forces in eV per Å
C 0.469 0.707 -0.231
C 2.647 -0.652 0.164
C -2.415 0.336 0.055
C -2.057 1.439 2.539
C -1.393 1.349 1.937
C 1.323 -1.323 2.914
C 0.300 -2.822 4.529
N -2.651 -2.350 -0.579
N 1.622 -1.495 -1.907
N -2.904 -1.367 -1.758
O -1.490 2.727 -0.034
H 0.032 -0.060 -0.462
H 1.046 -0.037 -0.698
H 1.078 -1.681 -0.492
H 1.719 0.000 -0.636
H 0.096 -1.120 -2.697
H -0.643 0.917 0.252
H -0.650 -0.477 0.595
H 0.747 1.551 -0.503
H -1.797 0.802 -1.137
H 2.083 1.022 -1.117
H -0.718 0.590 -2.861
H 0.851 0.197 0.262
H 0.342 2.376 0.669
H 2.362 -0.631 1.196

DFT (ωB97M-V/def2-TZVPD) results for a cluster of 2 separate species, C7H14N3O in total.

Output
**⟨S²⟩**: 2.0168
**Calculated total energy**: -13991.4513 eV
**HOMO level (spin up / spin down)**: -8.3 / -12.6 eV
**Charge**: +1
**2S+1**: 3

Positions of all 25 atoms, in Å:
C: -3.066 0.822 0.732
C: -2.502 -0.389 0.400
C: -1.511 1.266 -0.593
C: -0.843 -2.468 -0.195
C: 0.684 -0.880 -1.234
C: 1.205 0.467 -1.767
C: -0.475 -1.129 -0.667
N: -2.447 1.858 0.111
N: -1.501 -0.102 -0.469
N: 0.432 1.593 1.612
O: 1.676 1.317 -0.727
H: -3.861 0.946 1.369
H: -2.950 -1.265 0.692
H: -0.746 1.766 -1.046
H: 0.067 -3.136 -0.447
H: -1.657 -2.760 -0.923
H: -1.246 -2.447 0.819
H: -0.447 2.071 1.936
H: 1.512 -1.603 -1.242
H: 2.023 0.158 -2.553
H: 0.359 0.891 -2.303
H: 0.821 1.797 0.614
H: 1.272 1.897 2.049
H: 0.528 0.607 1.901
H: 2.379 1.924 -1.060

Atomic forces in eV per Å
C 0.870 4.996 -1.253
C 0.254 -0.449 -0.292
C 0.947 0.523 -1.138
C 0.197 -1.168 -2.066
C 3.574 1.669 -0.759
C -0.173 -2.746 -1.953
C -2.029 2.330 0.689
N -3.244 -0.635 3.069
N 2.293 -5.903 -0.345
N 0.535 -0.007 -0.210
O 1.185 1.149 0.077
H -1.738 0.504 1.296
H -0.311 -2.198 0.068
H 1.566 1.196 -1.218
H -1.715 0.810 1.068
H 0.516 -0.263 1.043
H 0.431 -0.541 0.016
H 1.117 -0.525 -0.538
H -0.944 -0.191 0.110
H -1.310 1.157 1.663
H 0.382 0.629 -0.257
H -1.361 -1.174 0.097
H 0.659 1.419 1.584
H -0.983 0.053 -0.906
H -0.718 -0.635 0.156

DFT (ωB97M-V/def2-TZVPD) results for the ion C7H14N3O with charge +1.

Output
**⟨S²⟩**: 2.0131
**Calculated total energy**: -13988.8770 eV
**HOMO level (spin up / spin down)**: -8.0 / -12.4 eV
**Charge**: +1
**2S+1**: 3

Positions of all 25 atoms, in Å:
C: 0.932 -2.179 -0.046
C: -0.289 1.077 -0.746
C: -0.222 -2.639 0.140
C: -1.580 1.492 -0.235
C: -2.616 0.397 -0.301
C: 2.175 -0.353 -0.973
C: 2.122 1.014 -0.170
N: 1.923 -1.425 -0.020
N: -2.440 -0.588 0.815
N: 0.675 1.370 0.077
O: 2.852 0.733 1.000
H: -0.472 -3.656 -0.252
H: -0.908 -1.956 0.519
H: -1.574 2.092 0.692
H: -1.915 2.332 -0.996
H: -3.558 0.803 -0.178
H: -2.665 -0.130 -1.195
H: 1.331 -0.357 -1.648
H: 3.179 -0.552 -1.301
H: 2.556 1.757 -0.801
H: 2.631 -1.648 0.609
H: -3.195 -1.189 0.938
H: 0.534 1.958 0.907
H: -2.459 0.097 1.649
H: 2.984 1.549 1.514

Atomic forces in eV per Å
C -0.472 -4.044 -0.923
C 1.669 1.340 4.635
C -2.089 -1.948 -1.087
C -2.511 1.873 -3.436
C 0.020 -1.352 2.230
C -0.697 0.579 2.923
C 0.738 -2.463 -0.530
N 2.882 4.403 -0.817
N 2.310 4.409 1.364
N 1.431 -1.056 -1.995
O -1.050 1.356 -0.247
H -0.143 0.733 0.824
H -2.081 0.464 0.699
H 0.461 -0.741 0.034
H 0.337 -1.555 1.051
H -1.974 1.385 -0.028
H 0.497 -0.720 -1.856
H 0.350 -0.194 -0.928
H 0.257 0.611 -1.021
H 0.316 1.088 -0.075
H 1.677 -0.359 0.772
H -1.737 -1.155 -0.049
H -0.423 -0.339 -0.282
H -0.031 -2.011 -1.085
H 0.265 -0.303 -0.172

DFT (ωB97M-V/def2-TZVPD) results for the molecule C7H14N3O4P.

Output
**Calculated total energy**: -29430.5933 eV
**SMILES string**: CCO/C(=[NH+]/[O-])OP(=O)(N1CC1)N1CC1
**HOMO level**: -7.8 eV

Positions of all 29 atoms, in Å:
C: 1.250 1.346 0.026
C: -0.607 -2.766 -0.477
C: -2.033 -2.445 -0.182
C: -3.207 1.630 -0.347
C: -2.540 1.565 1.008
C: 3.767 -0.923 0.092
C: 3.091 0.146 0.881
N: -0.948 -1.571 0.199
N: -2.370 0.477 0.080
N: 0.749 2.494 -0.423
O: 0.413 0.423 0.558
O: -0.487 0.012 -1.928
O: 2.579 1.267 0.107
O: -0.514 2.749 -0.533
P: -0.893 -0.039 -0.526
H: -0.232 -3.677 0.035
H: -0.287 -2.825 -1.609
H: -2.694 -2.071 -0.859
H: -2.559 -2.836 0.604
H: -4.221 1.630 -0.419
H: -2.721 2.172 -1.113
H: -1.663 2.068 1.164
H: -3.028 1.438 2.017
H: 4.758 -1.015 -0.091
H: 3.576 -1.838 0.562
H: 3.216 -0.973 -0.913
H: 3.909 0.656 1.458
H: 2.397 -0.173 1.564
H: 1.301 3.078 -0.937

Atomic forces in eV per Å
C -1.367 2.006 0.049
C 0.037 -2.574 -2.993
C 1.956 0.352 0.027
C 4.081 0.178 1.502
C -1.591 -0.329 0.691
C -4.579 -0.306 -2.421
C 4.161 2.722 -0.015
N 0.460 1.096 0.352
N -0.748 -0.901 -0.420
N -0.478 -3.718 1.556
O 0.163 1.002 -1.811
O -0.197 0.281 -0.073
O -0.726 -1.125 -0.053
O -1.030 -0.288 0.068
P 0.093 -0.754 2.037
H 0.209 1.186 0.244
H -0.672 0.750 2.300
H -1.361 0.822 -2.496
H -0.802 -1.378 2.126
H -2.783 -1.149 -0.094
H 0.466 0.978 -0.351
H 1.816 1.760 -0.042
H -0.239 -0.504 -1.515
H 3.306 1.137 -0.426
H -0.741 -1.620 0.772
H 0.834 -0.177 1.182
H -0.837 -0.355 -0.093
H -1.834 -0.951 1.235
H 2.406 1.856 -1.338

DFT (ωB97M-V/def2-TZVPD) results for the ion C7H14N4 with charge +2.

Output
**Calculated total energy**: -13427.0531 eV
**SMILES string**: CCCNC(=[NH2+])[n+]1ccc[nH]1
**HOMO level**: -18.1 eV
**Charge**: +2

Positions of all 25 atoms, in Å:
C: -3.961 0.326 0.439
C: -3.394 1.388 -0.313
C: -2.977 -0.588 0.548
C: -0.631 -0.882 -0.036
C: 3.382 1.209 0.744
C: 2.992 0.373 -0.492
C: 1.950 -0.742 -0.203
N: -2.124 1.093 -0.520
N: -1.845 -0.127 -0.061
N: 0.622 -0.109 -0.056
N: -0.614 -2.170 -0.270
H: -5.014 0.436 0.716
H: -3.984 2.176 -0.591
H: -3.156 -1.455 1.111
H: 2.531 1.854 1.119
H: 3.550 0.731 1.671
H: 4.186 1.736 0.387
H: 3.734 -0.309 -0.881
H: 2.598 0.800 -1.405
H: 1.778 -1.392 -1.067
H: 2.362 -1.296 0.818
H: -1.394 1.395 -1.142
H: 0.571 0.705 0.525
H: -1.462 -2.593 -0.598
H: 0.299 -2.559 -0.443

Atomic forces in eV per Å
C -0.446 2.269 -1.293
C 0.346 -2.855 1.675
C -1.021 0.207 0.356
C 4.852 3.696 -1.439
C -3.496 -0.059 -0.838
C -1.379 -2.576 0.460
C 0.536 -0.383 2.333
N 1.437 0.670 -1.206
N -0.609 -3.390 2.223
N -4.811 -2.890 0.827
N -0.709 1.767 0.239
H 0.607 -0.853 0.308
H -0.431 2.460 -1.185
H 0.867 -1.464 0.432
H 0.826 0.080 -1.098
H 0.947 -1.453 0.469
H 1.923 1.872 0.014
H 1.265 0.425 0.201
H 0.215 1.297 0.085
H 0.779 -0.267 0.190
H -1.582 0.960 -2.600
H -0.192 1.228 -0.479
H 0.044 0.659 0.278
H -0.111 -0.713 -0.185
H 0.146 -0.688 0.234

DFT (ωB97M-V/def2-TZVPD) results for a cluster of 3 separate species, C7H14N5O3 in total.

Output
**Calculated total energy**: -21071.5575 eV
**HOMO level**: -11.8 eV
**Charge**: +1

Positions of all 29 atoms, in Å:
C: -0.839 0.745 1.431
C: 0.115 1.362 2.185
C: -3.995 0.932 -2.940
C: 2.089 -0.098 -0.985
C: -0.923 -0.632 0.909
C: 0.042 1.136 -1.623
C: 0.336 -2.563 1.762
N: 2.859 -0.311 -2.177
N: -1.944 -0.934 0.152
N: 0.065 -1.465 1.221
N: 1.063 0.725 2.906
N: 0.868 0.258 -0.782
O: -3.680 0.275 -2.045
O: -4.239 1.576 -3.852
O: 2.870 -0.461 0.059
H: -1.588 1.396 1.026
H: -0.013 2.466 2.384
H: -0.195 1.961 -0.940
H: 0.450 1.534 -2.478
H: -0.875 0.647 -1.841
H: -0.363 -3.132 2.296
H: 1.362 -3.085 1.668
H: 2.423 -0.548 -3.025
H: 3.771 -0.544 -2.115
H: -2.549 -0.195 -0.080
H: -2.064 -1.761 -0.356
H: 2.478 -0.113 0.879
H: 1.460 1.101 3.796
H: 1.015 -0.273 2.565

Atomic forces in eV per Å
C -0.290 -0.639 -0.806
C -0.982 1.056 1.640
C 0.323 0.096 -0.392
C 0.075 -0.531 -1.936
C 0.923 1.924 2.300
C 0.230 -0.760 2.892
C 1.672 -0.534 -0.882
N -4.424 1.816 2.133
N 0.402 0.249 0.380
N 0.850 -0.788 -0.454
N -0.117 -1.102 -1.148
N 1.864 0.336 -0.842
O 0.138 -0.662 1.103
O -0.450 0.572 -0.676
O -0.090 -0.022 0.390
H -0.249 0.220 -0.169
H 0.208 -1.342 -0.355
H -0.154 0.134 -0.388
H 1.247 0.692 -2.109
H -0.887 -0.489 -0.429
H -1.302 -0.748 0.970
H -1.376 1.365 0.009
H -0.777 -0.040 -0.779
H 3.302 -0.813 0.639
H -0.854 0.870 -0.474
H 0.091 -1.392 -0.560
H 0.013 0.006 -0.448
H -0.405 -0.805 -1.528
H 1.013 1.331 1.918

DFT (ωB97M-V/def2-TZVPD) results for the ion C7H14N5O5 with charge +1.

Output
**Calculated total energy**: -25152.8778 eV
**SMILES string**: CCOCCOCNc1ncn(O)[n+]1ON=O
**HOMO level**: -12.6 eV
**Charge**: +1

Positions of all 31 atoms, in Å:
C: 4.251 -1.206 1.179
C: 2.992 -0.303 0.611
O: 3.112 -0.174 -0.854
C: 1.821 0.316 -1.434
C: 1.781 1.930 -1.146
O: 0.437 2.499 -0.960
C: -0.239 1.931 0.233
N: -1.271 0.937 -0.311
C: -2.257 0.334 0.430
N: -2.431 0.657 1.900
C: -3.628 -0.223 2.206
N: -4.046 -0.973 0.931
O: -5.123 -1.778 1.053
N: -3.229 -0.682 -0.158
O: -3.334 -1.195 -1.398
N: -4.150 -0.446 -2.174
O: -3.464 0.086 -3.062
H: 4.089 -1.548 2.307
H: 4.374 -2.108 0.443
H: 5.201 -0.501 1.146
H: 1.978 -0.756 0.981
H: 3.090 0.756 1.154
H: 1.739 0.111 -2.593
H: 0.981 -0.306 -0.907
H: 2.228 2.451 -2.123
H: 2.446 2.295 -0.255
H: -0.809 2.772 0.834
H: 0.557 1.426 0.943
H: -1.198 0.662 -1.327
H: -4.142 -0.292 3.263
H: -5.897 -1.134 1.150

Atomic forces in eV per Å
C -0.187 0.818 -0.531
C 0.970 0.256 1.640
O -2.313 0.190 0.800
C 0.472 0.139 0.739
C 0.985 0.433 -1.121
O -0.587 -1.764 2.052
C 0.982 1.122 -0.077
N -1.609 -1.580 0.378
C 0.216 0.578 0.931
N -4.799 -5.146 -3.972
C 3.425 0.970 -5.156
N 0.900 2.787 7.009
O -1.315 0.841 -1.016
N 2.004 3.262 3.337
O 2.808 -2.162 2.555
N 0.884 5.101 -5.830
O -3.283 -2.705 3.873
H 0.177 0.715 -2.602
H -0.081 1.645 1.656
H -1.863 -1.717 -0.002
H 1.640 0.600 -1.096
H -0.318 -2.046 -1.295
H 0.620 0.338 2.442
H 1.253 1.355 -0.880
H -1.183 -1.008 2.241
H -1.163 -1.157 -1.603
H 1.128 -1.709 -1.456
H -1.785 0.706 -1.460
H 0.061 0.620 1.568
H 0.936 -0.166 -2.640
H 1.024 -1.314 -0.483

DFT (ωB97M-V/def2-TZVPD) results for the ion C7H14NO6S with charge -1.

Output
**Calculated total energy**: -32096.1916 eV
**SMILES string**: CC[N+](C)(C)[C@](C)(OS(=O)(=O)[O-])C(=O)[O-]
**HOMO level**: -5.7 eV
**Charge**: -1

Positions of all 29 atoms, in Å:
C: 0.870 2.964 0.049
C: -0.777 -2.050 0.316
C: 1.286 1.221 -1.856
C: -1.206 0.735 -0.035
C: 0.328 0.244 1.779
C: 0.314 -1.145 -0.169
C: 1.152 1.280 -0.287
N: 0.105 0.254 0.285
O: 0.026 3.470 -0.660
O: 4.652 0.030 0.381
O: 1.474 3.487 0.958
O: 2.903 -1.318 1.277
O: 3.041 -1.015 -1.162
O: 2.425 0.946 0.287
S: 3.318 -0.394 0.149
H: -1.660 -1.520 0.535
H: -1.182 -2.730 -0.499
H: -0.553 -2.597 1.234
H: 1.461 0.214 -2.248
H: 1.996 2.008 -2.051
H: 0.363 1.576 -2.358
H: -1.187 1.758 -0.245
H: -1.569 0.153 -0.864
H: -1.826 0.494 0.921
H: 1.227 -0.256 1.996
H: 0.508 1.352 2.109
H: -0.668 -0.064 2.185
H: 0.377 -1.130 -1.245
H: 1.270 -1.275 0.294

Atomic forces in eV per Å
C -0.206 -0.991 1.088
C -0.649 -1.680 -0.698
C -2.085 -0.211 0.831
C -2.268 -1.457 2.103
C -1.921 3.616 0.319
C 0.175 0.614 -0.152
C 1.710 -0.101 -1.686
N 1.592 1.432 0.737
O -1.619 -0.134 -2.027
O 0.939 1.176 -0.353
O 1.457 -0.625 1.217
O -0.246 1.675 -1.544
O 0.136 1.076 1.112
O -0.994 0.770 0.200
S 0.088 -3.930 0.591
H -1.043 0.846 0.425
H 1.057 0.374 0.964
H 0.281 -0.189 -0.341
H 0.789 0.564 0.174
H 0.684 -0.297 -0.399
H 0.202 -0.007 0.623
H -0.117 1.655 -0.281
H -0.401 0.072 -0.384
H 0.441 0.770 -2.088
H 0.723 -1.182 0.499
H -0.470 -1.854 -0.662
H 1.393 -0.303 0.224
H 0.134 -0.050 -0.194
H 0.217 -1.632 -0.300

DFT (ωB97M-V/def2-TZVPD) results for a cluster of 2 separate species, C7H14O in total.

Output
**Calculated total energy**: -9531.6130 eV
**SMILES string**: C=C(C)O.C=CCC
**HOMO level**: -9.1 eV

Positions of all 22 atoms, in Å:
C: 0.569 3.405 -1.592
C: 0.549 2.215 -0.989
O: 1.473 1.240 -1.205
C: -0.423 1.752 0.089
H: -0.264 4.059 -1.267
H: 1.300 3.802 -2.298
H: 1.055 0.413 -1.458
H: -1.194 2.544 0.290
H: -1.009 0.974 -0.440
H: 0.016 1.390 1.042
C: -2.112 -1.517 0.720
C: -1.121 -2.666 1.011
C: 0.233 -2.309 0.542
C: 1.327 -2.025 1.321
H: -2.407 -1.460 -0.324
H: -3.036 -1.658 1.304
H: -1.649 -0.534 0.936
H: -1.441 -3.592 0.438
H: -1.123 -2.923 2.053
H: 0.374 -2.260 -0.533
H: 2.300 -1.762 0.871
H: 1.163 -2.048 2.412

Atomic forces in eV per Å
C -0.971 0.250 0.851
C -0.077 0.077 0.923
O 1.204 0.044 -0.737
C -1.512 1.054 -1.018
H 0.845 -0.142 -0.327
H -0.267 -0.565 0.150
H -0.189 -0.109 0.212
H 0.810 -0.576 0.057
H 0.256 -0.111 0.737
H -0.030 0.171 -0.889
C -0.100 0.155 0.440
C -0.787 -0.532 -1.398
C 2.835 0.562 0.993
C -2.089 -0.424 -0.971
H 0.055 -0.216 -0.233
H 0.358 0.234 -0.174
H -0.374 -0.623 0.276
H 0.180 0.925 0.714
H 0.049 -0.034 0.622
H -0.075 -0.027 -0.156
H -0.678 -0.146 0.497
H 0.555 0.034 -0.570

Number 2 is which compound?
C7H14N3O

Look up the calculated total energy of the sixth one.
-13427.0531 eV

Which formula does entry 1 have?
C7H14N3